[1]
DFT (the ωB97M-V functional and the def2-TZVPD basis) results for one molecule with the formula C5H8N2.

Values from the calculation:
Gap between HOMO and LUMO   0.3219 Ha
Energy above the lowest of the compared OMol25 structures with the same formula, charge and spin   0.107 eV
Net charge   0
SMILES   Cc1c[nH]c(N)c1
LUMO energy   1.046 eV

Element x y z (Å)
N 2.700 -0.452 0.198
C 1.327 -0.114 0.141
H -2.606 -1.256 0.347
C -0.395 1.319 0.016
C -0.927 0.054 0.029
H 2.827 -1.331 0.688
C 0.170 -0.856 0.119
H -0.878 2.284 -0.051
H -2.606 -0.445 -1.215
C -2.369 -0.314 -0.154
H 1.638 1.958 0.146
H 3.079 -0.569 -0.737
H -3.043 0.453 0.237
H 0.109 -1.938 0.152
N 0.973 1.206 0.085

natural (NBO) atomic charge list, values in e, 6 entries: -0.837 0.277 0.213 -0.095 -0.089 0.375

[2]
DFT (the ωB97M-V functional and the def2-TZVPD basis) results for one molecule with the formula CH4FN at a distorted geometry.

Values from the calculation:
Gap between HOMO and LUMO (alpha / beta)   0.1846 / 0.3624 Ha
Energy above the lowest of the compared OMol25 structures with the same formula, charge and spin   0.808 eV
Net charge   0
Multiplicity   3
LUMO energy (alpha / beta)   1.078 / -3.997 eV
<S²>   2.00

Element x y z (Å)
C -0.271 -0.458 0.125
H 0.314 1.504 0.293
H -0.462 -0.921 1.155
N 0.669 0.565 -0.024
F -1.574 -0.017 -0.082
H 1.322 0.438 -0.810
H 0.002 -1.111 -0.656

natural (NBO) atomic charge list, values in e, 6 entries: 0.027 0.259 0.247 -0.511 -0.332 0.118

[3]
DFT (the ωB97M-V functional and the def2-TZVPD basis) results for C40H75BCaCl2F5IN4O23P2S2 as an isolated structure at a distorted geometry.

Values from the calculation:
Gap between HOMO and LUMO   0.0806 Ha
Net charge   0
LUMO energy   -5.089 eV

Element x y z (Å)
O 3.274 1.898 6.177
H 5.964 -6.957 1.499
O 5.746 -9.012 2.927
H 6.828 -9.066 0.442
C 6.732 -2.224 -1.711
H 2.145 1.880 3.633
H -6.323 5.241 -2.578
F 3.765 -10.602 3.836
P -2.522 1.336 -1.164
C -6.627 -1.262 -9.493
H -1.062 -0.626 -5.468
H -5.614 7.445 -2.278
H -0.596 -1.670 -1.100
C 0.155 0.972 5.997
F -5.700 0.738 -4.224
H 0.889 3.126 3.418
H -5.938 -1.037 -6.183
O -4.065 0.366 -1.445
C 3.173 0.359 -1.644
O -2.482 1.291 1.805
H -2.470 5.199 -2.665
H 4.888 -6.718 0.129
H -0.857 3.850 1.274
H 2.083 -1.181 -2.748
O 0.809 2.085 6.711
H -0.197 1.290 5.022
Cl 0.695 -4.798 2.717
O -6.690 -0.521 -2.388
H 9.203 -3.474 -1.289
F 2.621 -8.783 3.530
F 2.511 -1.341 2.729
N -6.776 0.505 -11.197
O -7.080 -0.350 -12.005
C -6.529 0.080 -9.808
H -6.483 -2.697 -7.915
C 4.678 -8.955 2.395
C -6.215 1.036 -8.861
C -4.873 6.746 -2.668
O 2.015 8.097 6.412
H 3.603 -3.455 1.675
C 3.428 -9.687 2.939
O 4.346 -8.259 1.323
N -1.622 0.213 -5.461
H -3.496 0.918 -4.974
H 1.937 3.821 9.030
H 6.776 -3.649 4.561
H -4.359 2.876 1.629
C -4.350 2.899 -2.482
H -6.140 2.076 -9.140
H -1.973 -1.221 3.565
H -2.563 0.051 4.696
P 2.053 2.799 6.141
H 7.136 -1.327 -2.177
C 4.114 -3.069 2.546
H -1.250 0.371 3.554
C -2.190 -0.164 3.696
S 7.440 -2.411 -0.079
H -4.959 4.150 -4.062
H -0.697 0.677 6.596
C -2.739 -0.201 -3.288
C -3.999 -0.502 -2.420
C -0.475 4.304 0.346
H -0.545 2.006 0.184
H -4.069 4.832 -0.546
H 0.571 -5.972 4.751
H 2.484 3.406 2.702
N 2.584 7.990 7.518
H -3.932 7.012 -2.191
O -1.020 3.722 -0.789
H 5.862 -1.651 5.698
O 1.904 7.741 8.547
O 6.989 -3.728 0.447
H 1.828 5.485 8.409
O 2.522 3.576 4.754
C 2.668 -0.326 -0.375
O 3.825 8.083 7.601
O 4.596 0.176 -1.695
C 4.234 -1.435 4.314
H -4.813 6.900 -3.743
H 0.849 0.138 5.903
H -3.403 -0.821 -5.231
C 1.350 -5.806 4.017
C -3.165 0.356 2.643
C -3.021 4.777 -3.499
C 5.260 -3.675 3.045
O -4.434 2.263 0.889
C -6.100 -0.710 -7.206
H -3.986 0.880 3.133
C -5.270 5.304 -2.304
F 2.739 -10.284 1.966
H -0.241 -0.066 1.227
H -4.297 2.200 -3.312
H -2.462 3.911 -3.853
H 3.486 -0.284 0.351
H -5.741 4.380 -0.406
H 0.627 4.221 0.368
C -5.077 5.154 -0.793
C 5.379 -2.044 4.812
O -1.870 -0.194 -0.578
H -1.986 -0.985 -3.197
O -2.102 0.950 -2.755
C 9.138 -2.618 -0.619
C 1.542 4.445 8.232
C -6.409 -1.651 -8.181
H -1.109 0.993 -5.079
C -0.564 -0.605 -0.837
H -6.870 -1.986 -10.255
H -3.054 5.466 -4.341
H 0.459 4.394 8.200
H 2.436 -1.369 -0.586
H -0.079 -0.110 -1.681
H 2.921 1.417 -1.554
C -6.002 0.632 -7.553
O -3.239 2.815 -1.647
H 9.470 -1.710 -1.121
C 5.402 -7.472 0.721
C 0.332 -0.473 0.398
H -4.028 -0.845 6.446
H -5.760 1.371 -6.802
H 0.705 -1.457 0.697
H 3.795 -0.565 4.789
C 3.625 -1.957 3.191
I -3.841 -2.613 -1.759
H 1.732 0.497 -3.250
H 1.682 -6.742 3.592
C 2.501 -0.191 -2.907
C 1.958 2.973 3.561
O 2.121 4.093 6.946
H -5.366 6.072 -0.282
O -5.612 -1.639 -4.267
Cl 2.735 -5.041 4.806
H -0.148 2.076 -1.572
H -3.957 0.526 7.102
O -3.403 -0.186 6.766
H 1.770 0.724 1.062
H 6.966 -3.109 -2.304
H 5.657 -2.118 -1.599
N 1.501 0.409 0.141
H 5.711 -8.847 -0.902
H -5.272 2.743 -1.915
H 5.661 -4.547 2.551
O -6.665 1.686 -11.456
Ca 4.511 2.657 4.054
C 5.889 -3.166 4.175
H -3.561 -0.456 2.035
C 6.298 -8.321 -0.149
C -2.893 0.033 -4.792
H 9.749 -2.792 0.264
B -3.216 1.670 0.662
C -4.421 4.302 -3.119
H 4.891 0.486 -2.557
S -5.638 -0.551 -3.337
C -0.896 2.289 -0.808
H 7.032 -7.691 -0.650
H -0.734 5.360 0.362
H 3.229 -0.258 -3.716

Löwdin atomic charge list, values in e, 6 entries: -0.339 0.117 0.174 0.080 -0.271 0.082

[4]
DFT (the ωB97M-V functional and the def2-TZVPD basis) results for a 2-piece molecular cluster, C8H18O7S2 overall.

Values from the calculation:
Gap between HOMO and LUMO   0.4024 Ha
Net charge   0
LUMO energy   0.504 eV

Element x y z (Å)
H 1.244 -2.013 1.040
H 0.548 -1.704 4.014
H 3.837 0.377 -3.248
S -4.262 0.391 2.384
H 0.588 0.142 -5.261
H 0.843 1.850 -5.648
H 1.186 0.527 1.991
H -0.349 -2.064 1.752
O 0.930 0.375 -2.609
C 0.466 -0.096 1.455
H -3.130 -0.901 0.758
H -0.380 1.600 -3.494
C 0.625 -1.570 1.824
C 1.105 1.051 -4.954
C 3.331 0.952 -2.471
C 0.695 1.436 -3.550
H 2.085 -1.142 3.369
H 3.109 1.939 -2.864
H 2.179 0.877 -5.027
O -4.860 1.258 1.425
H -3.395 -1.815 2.292
H -4.760 -1.493 1.183
C -3.816 -1.114 1.576
H 0.623 0.028 0.389
O -4.908 0.081 3.617
H 1.654 -2.845 3.249
H 4.004 1.036 -1.622
O 2.196 -0.685 -1.177
O -2.848 1.078 2.736
C 1.256 -1.831 3.192
O -0.772 1.073 4.078
H 1.180 2.353 -3.216
C 2.124 0.165 -2.026
O -0.863 0.459 1.688
S -1.467 0.223 3.153

natural (NBO) atomic charge list, values in e, 6 entries: 0.239 0.206 0.247 2.386 0.222 0.223

[5]
DFT (the ωB97M-V functional and the def2-TZVPD basis) results for C11H17AlClINO2PS as an isolated structure at a distorted geometry.

Values from the calculation:
Gap between HOMO and LUMO (alpha / beta)   0.2294 / 0.1893 Ha
Energy above the lowest of the compared OMol25 structures with the same formula, charge and spin   1.094 eV
Net charge   +2
LUMO energy (alpha / beta)   -9.318 / -10.354 eV

Element x y z (Å)
C 1.319 0.984 1.652
H 5.166 1.014 2.083
C 2.015 2.185 1.507
S -0.373 0.943 1.379
H 1.499 -1.033 2.120
N 2.025 -0.154 1.953
O -0.916 -2.072 -0.587
I -3.358 -0.816 2.282
C 3.383 -0.152 2.119
H 1.266 -2.975 -2.455
H -3.744 2.308 -1.078
H -0.276 1.488 -1.740
C -3.446 -0.629 -1.643
C 4.085 1.028 1.958
H -2.905 -1.403 -2.204
C 1.130 -3.093 -1.370
C 3.398 2.209 1.640
C 0.377 -1.939 -0.848
C 0.968 -0.679 -0.787
C -3.215 1.886 -0.213
Al -1.290 -1.194 0.963
H -3.934 1.566 0.550
H 3.828 -1.122 2.343
H -4.058 -0.015 -2.319
H 3.941 3.142 1.500
H 0.587 -4.020 -1.167
H 2.128 -3.152 -0.914
P -2.256 0.455 -0.798
H 1.420 3.061 1.260
H -1.009 0.282 -2.850
H -4.076 -1.127 -0.894
C -1.215 1.087 -2.135
H -2.543 2.643 0.212
Cl -0.078 -2.556 2.217
O 1.925 -0.042 -1.096
H -1.769 1.891 -2.638

natural (NBO) atomic charge list, values in e, 6 entries: 0.036 0.276 -0.212 -0.059 0.470 -0.491

[6]
DFT (the ωB97M-V functional and the def2-TZVPD basis) results for C22H28N3NaO5S3Si as an isolated structure.

Values from the calculation:
Gap between HOMO and LUMO   0.2399 Ha
Energy above the lowest of the compared OMol25 structures with the same formula, charge and spin   0.000 eV
Net charge   -2
LUMO energy   4.130 eV

Element x y z (Å)
C -2.286 0.041 -2.478
C -1.715 -6.764 1.661
H -3.092 -3.002 -1.934
H 3.681 -2.533 -0.286
C -2.344 -1.765 3.358
C -2.089 -3.118 3.557
C -1.739 -1.163 2.269
C -5.730 4.117 0.654
H 4.867 -1.212 -0.045
C -2.694 2.362 -0.816
C -1.080 -2.251 -2.174
S 0.360 -3.920 0.471
H -3.411 4.908 3.010
O -1.739 3.599 1.592
H -5.303 2.930 -1.089
C 3.164 0.870 0.333
S -1.371 -1.073 -3.516
C -1.276 -3.826 2.683
H -1.374 3.007 0.866
H -5.819 5.253 2.480
H -6.778 4.254 0.414
N -2.373 1.262 -2.776
C -3.856 4.490 2.115
C -4.912 3.380 -0.186
N -3.250 2.012 -1.948
H -1.556 -7.816 1.922
C -3.562 3.179 0.092
H -0.768 -3.206 -2.596
H 1.986 -0.494 2.318
C -5.191 4.675 1.810
H 1.356 -5.319 3.838
C 2.728 -1.096 1.790
C -1.754 -6.129 4.596
O -1.512 2.050 -0.411
H 1.228 -1.760 -0.044
H -0.275 -1.890 -1.539
C -0.705 -3.115 1.590
C -2.371 -2.395 -1.385
H 2.431 -2.146 1.847
Si -0.937 -5.647 2.954
H 3.699 -0.961 2.272
C 3.875 -1.464 -0.417
Na 0.270 0.901 -0.122
H -2.793 -6.588 1.613
C 2.824 -0.655 0.329
H -1.289 -6.561 0.681
H 1.408 -5.982 2.208
O 2.187 1.667 0.354
H -1.914 -0.108 2.065
N -0.939 -1.797 1.418
H -1.559 -7.186 4.800
H -2.145 -2.857 -0.423
H -2.838 -5.990 4.570
H 3.832 -1.230 -1.482
O 4.374 1.151 0.385
O 1.544 -0.867 -0.301
H 1.006 -7.039 3.593
S -3.040 -0.740 -1.079
C -3.033 3.747 1.263
H -2.983 -1.195 4.019
C 0.888 -6.039 3.162
H -1.361 -5.551 5.436
H -2.547 -3.625 4.401

natural (NBO) atomic charge list, values in e, 6 entries: -0.084 -1.119 0.198 0.193 -0.340 -0.165

- What is the formula in the fifth record?
  C11H17AlClINO2PS